[1]
The following is a quantum chemistry calculation of a 13-piece molecular cluster, C49H98Cl2O30 overall, from the OMol25 dataset.

CARTESIAN COORDINATES (ANGSTROEM)
C1 -3.65 2.16 -3.21
Cl1 -2.96 0.65 -2.71
Cl2 -2.87 2.61 -4.77
H1 -4.72 2.01 -3.33
H2 -3.43 2.96 -2.51
C2 -4.18 -0.51 0.88
C3 -3.39 0.46 1.76
O1 -3.05 1.66 1.07
C4 -4.01 2.56 0.91
O2 -5.05 2.63 1.49
O3 -3.56 3.43 -0.01
C5 -3.97 4.76 0.13
H3 -4.92 0.06 0.32
H4 -4.75 -1.19 1.52
H5 -3.54 -0.96 0.13
H6 -2.44 -0.01 2.04
H7 -3.87 0.67 2.72
H8 -5.06 4.84 0.23
H9 -3.64 5.53 -0.56
H10 -3.70 5.25 1.07
C6 2.60 3.22 2.86
C7 1.99 2.92 4.23
O4 2.11 1.56 4.58
C8 1.21 0.71 4.08
O5 0.23 1.03 3.44
O6 1.62 -0.51 4.36
C9 0.67 -1.57 4.22
H11 3.59 2.77 2.80
H12 2.44 4.21 2.43
H13 2.04 2.57 2.17
H14 0.94 3.22 4.23
H15 2.49 3.52 4.98
H16 -0.18 -1.38 4.87
H17 1.13 -2.53 4.46
H18 0.31 -1.59 3.19
C10 -0.11 -10.14 -3.52
C11 -0.47 -8.73 -3.09
O7 0.13 -8.29 -1.87
C12 1.11 -7.43 -1.90
O8 1.78 -7.11 -2.84
O9 1.44 -6.95 -0.67
C13 0.68 -7.36 0.46
H19 0.92 -10.35 -3.80
H20 -0.83 -10.39 -4.30
H21 -0.21 -10.87 -2.72
H22 -1.54 -8.73 -2.88
H23 -0.26 -8.03 -3.89
H24 0.46 -8.42 0.39
H25 -0.19 -6.74 0.63
H26 1.29 -7.21 1.35
C14 4.29 0.46 1.31
C15 4.81 -0.95 1.02
O10 4.06 -1.52 -0.05
C16 4.23 -2.74 -0.50
O11 5.11 -3.53 -0.25
O12 3.44 -2.85 -1.57
C17 3.42 -4.08 -2.27
H27 3.97 0.94 0.38
H28 4.98 1.09 1.85
H29 3.32 0.38 1.82
H30 4.80 -1.56 1.91
H31 5.81 -0.78 0.62
H32 4.13 -4.15 -3.10
H33 2.46 -4.14 -2.81
H34 3.32 -4.93 -1.60
C18 0.39 1.61 0.31
C19 -0.35 0.61 -0.59
O13 0.24 -0.71 -0.74
C20 0.13 -1.53 0.29
O14 -0.73 -1.49 1.13
O15 1.00 -2.52 0.08
C21 0.90 -3.68 0.89
H35 0.31 1.32 1.36
H36 -0.06 2.59 0.14
H37 1.43 1.61 0.01
H38 -0.18 1.00 -1.59
H39 -1.40 0.51 -0.35
H40 1.86 -4.18 0.83
H41 0.12 -4.33 0.50
H42 0.68 -3.49 1.94
C22 -1.80 -2.67 -2.62
C23 -0.72 -3.07 -3.61
O16 -1.28 -3.98 -4.52
C24 -0.48 -4.71 -5.28
O17 0.72 -4.71 -5.20
O18 -1.20 -5.41 -6.15
C25 -0.45 -6.38 -6.89
H43 -1.39 -2.23 -1.71
H44 -2.28 -3.56 -2.19
H45 -2.62 -2.01 -2.89
H46 0.13 -3.51 -3.10
H47 -0.37 -2.13 -4.05
H48 0.29 -5.92 -7.54
H49 -1.14 -6.93 -7.52
H50 0.00 -7.04 -6.14
O19 -2.33 5.63 2.89
C26 -1.51 5.06 3.54
O20 -1.37 5.07 4.89
C27 -2.24 5.88 5.67
C28 -3.67 5.37 5.66
C29 -0.48 4.12 2.95
H51 -2.25 6.89 5.24
H52 -1.70 6.02 6.61
H53 -3.89 4.44 6.18
H54 -4.13 5.22 4.68
H55 -4.33 6.06 6.20
H56 -0.50 3.96 1.88
H57 -0.70 3.14 3.38
H58 0.49 4.41 3.34
O21 -3.38 -5.70 -0.44
C30 -3.51 -4.68 0.17
O22 -4.24 -3.63 -0.22
C31 -4.90 -3.72 -1.49
C32 -5.56 -2.39 -1.77
C33 -2.97 -4.47 1.55
H59 -5.69 -4.48 -1.41
H60 -4.24 -4.02 -2.30
H61 -4.88 -1.57 -1.97
H62 -6.22 -2.18 -0.93
H63 -6.18 -2.54 -2.66
H64 -2.62 -3.43 1.53
H65 -2.12 -5.12 1.75
H66 -3.73 -4.51 2.33
O23 5.79 0.34 -1.81
C34 5.48 -0.31 -2.78
O24 4.50 -0.02 -3.60
C35 3.70 1.16 -3.29
C36 2.32 0.71 -2.93
C37 6.26 -1.55 -3.19
H67 3.77 1.89 -4.10
H68 4.27 1.64 -2.50
H69 1.86 0.37 -3.86
H70 1.77 1.47 -2.37
H71 2.35 -0.17 -2.28
H72 6.96 -1.31 -3.98
H73 5.64 -2.36 -3.57
H74 6.75 -1.94 -2.30
O25 -1.81 7.24 -1.10
C38 -1.24 6.61 -1.96
O26 -0.53 7.13 -2.96
C39 -0.62 8.53 -3.21
C40 0.55 9.28 -2.60
C41 -1.16 5.10 -1.90
H75 -1.53 8.91 -2.75
H76 -0.75 8.73 -4.27
H77 1.52 8.83 -2.84
H78 0.52 9.26 -1.51
H79 0.57 10.33 -2.87
H80 -1.25 4.96 -0.83
H81 -0.18 4.71 -2.19
H82 -1.98 4.59 -2.39
O27 -3.84 -1.69 4.62
C42 -2.64 -1.84 4.64
O28 -1.73 -0.91 4.87
C43 -2.06 0.44 5.19
C44 -2.31 0.58 6.68
C45 -2.07 -3.24 4.75
H83 -2.93 0.76 4.62
H84 -1.22 1.05 4.87
H85 -1.47 0.26 7.30
H86 -3.14 -0.09 6.96
H87 -2.62 1.60 6.90
H88 -2.84 -4.01 4.78
H89 -1.32 -3.35 5.52
H90 -1.57 -3.45 3.80
O29 2.70 3.76 -0.80
C46 3.33 4.78 -0.65
O30 4.65 4.85 -0.47
C47 5.47 3.75 -0.84
C48 6.15 4.12 -2.18
C49 2.60 6.06 -0.22
H91 4.88 2.83 -0.85
H92 6.27 3.61 -0.12
H93 5.46 4.49 -2.94
H94 6.68 3.25 -2.57
H95 6.99 4.78 -1.97
H96 1.61 6.05 -0.65
H97 3.18 6.95 -0.45
H98 2.56 6.01 0.87

## Properties
ΔE to the lowest compared entry with this formula, charge and spin	0.000	eV
DFT total energy	-138872.266	eV

Mulliken atomic charge list, values in e, 2 entries: atom 1 (C): 0.41, atom 2 (Cl): 0.07


[2]
The following is a quantum chemistry calculation of a 14-piece molecular cluster, C49H98O28 overall, from the OMol25 dataset.

CARTESIAN COORDINATES (ANGSTROEM)
C1 4.24 5.56 6.52
C2 3.56 4.40 7.18
C3 4.10 3.13 6.46
O1 4.87 3.61 5.33
C4 4.60 5.03 5.12
H1 5.18 5.84 7.01
H2 3.70 6.50 6.55
H3 2.47 4.37 7.08
H4 3.70 4.53 8.26
H5 3.34 2.40 6.19
H6 4.70 2.69 7.26
H7 3.83 5.35 4.43
H8 5.55 5.47 4.79
C5 8.33 -4.15 5.62
C6 6.88 -3.67 5.50
C7 6.41 -4.42 4.27
O2 7.08 -5.69 4.30
C8 8.10 -5.70 5.42
H9 8.74 -3.96 6.61
H10 9.01 -3.79 4.85
H11 6.72 -2.60 5.39
H12 6.35 -3.98 6.40
H13 6.77 -3.80 3.44
H14 5.33 -4.54 4.20
H15 9.06 -6.18 5.24
H16 7.59 -6.22 6.23
C9 -2.77 7.29 6.24
C10 -3.58 8.35 5.51
C11 -4.17 7.59 4.25
O3 -3.48 6.28 4.26
C12 -2.30 6.43 5.05
H17 -3.49 6.63 6.74
H18 -1.89 7.60 6.80
H19 -2.90 9.17 5.29
H20 -4.34 8.72 6.20
H21 -3.83 8.24 3.45
H22 -5.25 7.42 4.30
H23 -1.39 6.80 4.56
H24 -1.95 5.42 5.24
C13 3.59 8.29 -2.11
C14 2.30 8.11 -1.43
C15 1.35 8.85 -2.33
O4 2.12 9.78 -3.08
C16 3.55 9.58 -2.82
H25 3.64 7.60 -2.95
H26 4.49 8.20 -1.51
H27 2.44 8.46 -0.40
H28 2.05 7.06 -1.34
H29 0.73 9.42 -1.64
H30 0.86 8.19 -3.05
H31 3.85 10.28 -2.04
H32 4.08 9.65 -3.77
C17 -3.05 -1.57 -7.51
C18 -3.93 -1.73 -8.70
C19 -4.38 -3.23 -8.70
O5 -3.49 -3.82 -7.74
C20 -2.40 -2.89 -7.44
H33 -3.64 -1.39 -6.62
H34 -2.32 -0.76 -7.54
H35 -3.37 -1.66 -9.63
H36 -4.68 -0.94 -8.71
H37 -4.29 -3.75 -9.65
H38 -5.37 -3.44 -8.31
H39 -1.50 -3.06 -8.02
H40 -2.13 -3.12 -6.41
C21 -1.00 -0.72 0.44
C22 0.42 -0.83 0.15
C23 0.69 -0.29 -1.27
O6 -0.62 -0.15 -1.87
C24 -1.63 -0.80 -0.94
H41 -1.22 0.21 0.97
H42 -1.39 -1.44 1.17
H43 0.77 -1.86 0.18
H44 1.03 -0.27 0.86
H45 1.33 -0.89 -1.91
H46 1.00 0.72 -1.00
H47 -1.74 -1.86 -1.17
H48 -2.63 -0.39 -1.11
C25 -3.44 -9.69 -2.06
C26 -3.52 -8.44 -2.93
C27 -4.89 -8.58 -3.58
O7 -5.70 -9.20 -2.59
C28 -4.90 -10.20 -1.97
H49 -3.01 -9.58 -1.06
H50 -2.91 -10.46 -2.62
H51 -2.89 -8.36 -3.81
H52 -3.50 -7.53 -2.32
H53 -4.90 -9.12 -4.53
H54 -5.19 -7.56 -3.81
H55 -5.01 -11.10 -2.58
H56 -5.28 -10.52 -1.00
C29 6.12 -0.95 -8.54
O8 5.02 -0.19 -8.24
C30 5.07 0.91 -7.53
O9 6.07 1.41 -7.06
O10 3.77 1.26 -7.35
C31 3.59 2.48 -6.52
H57 6.63 -1.27 -7.63
H58 6.92 -0.29 -8.90
H59 5.91 -1.77 -9.23
H60 4.31 2.54 -5.70
H61 2.66 2.67 -6.00
H62 3.71 3.42 -7.05
C32 3.36 -6.50 -5.67
O11 3.21 -7.45 -4.58
C33 3.46 -7.23 -3.27
O12 3.91 -6.23 -2.75
O13 3.37 -8.40 -2.68
C34 3.58 -8.58 -1.32
H63 3.25 -5.51 -5.25
H64 2.56 -6.64 -6.40
H65 4.31 -6.68 -6.18
H66 4.51 -8.16 -0.94
H67 3.61 -9.66 -1.14
H68 2.86 -8.09 -0.66
C35 2.57 -9.79 7.05
O14 2.17 -8.40 7.20
C36 1.28 -7.86 6.28
O15 0.55 -8.48 5.51
O16 1.28 -6.57 6.46
C37 0.34 -5.72 5.80
H69 3.37 -10.09 7.73
H70 3.07 -9.88 6.09
H71 1.78 -10.54 7.16
H72 0.59 -5.68 4.74
H73 0.38 -4.75 6.29
H74 -0.68 -6.04 6.03
C38 -5.58 6.39 -2.67
O17 -6.04 7.21 -3.65
C39 -6.15 8.49 -3.52
O18 -5.98 9.16 -2.47
O19 -6.52 8.95 -4.69
C40 -7.09 10.24 -4.75
H75 -4.50 6.31 -2.76
H76 -5.99 5.38 -2.75
H77 -5.84 6.56 -1.63
H78 -6.50 11.02 -4.27
H79 -7.97 10.30 -4.10
H80 -7.44 10.53 -5.74
C41 -6.60 0.50 6.55
O20 -7.56 -0.28 7.27
C42 -7.35 -1.54 7.57
O21 -6.41 -2.18 7.19
O22 -8.27 -1.93 8.38
C43 -8.32 -3.31 8.77
H81 -6.20 0.04 5.65
H82 -5.72 0.81 7.12
H83 -7.15 1.39 6.25
H84 -8.84 -3.32 9.72
H85 -7.40 -3.73 9.16
H86 -8.82 -3.92 8.02
C44 8.31 3.91 -1.56
O23 8.93 5.15 -1.30
C45 9.76 5.80 -2.13
O24 10.26 6.88 -1.97
O25 9.80 5.16 -3.30
C46 10.79 5.53 -4.23
H87 7.90 3.40 -0.69
H88 9.05 3.22 -1.98
H89 7.53 3.91 -2.32
H90 10.67 6.57 -4.54
H91 10.60 4.73 -4.95
H92 11.71 5.43 -3.67
C47 -7.94 -3.43 0.72
O26 -8.77 -2.81 -0.31
C48 -9.02 -1.50 -0.31
O27 -8.50 -0.72 0.44
O28 -9.90 -1.29 -1.41
C49 -10.24 0.07 -1.78
H93 -8.06 -2.94 1.68
H94 -6.88 -3.52 0.49
H95 -8.33 -4.44 0.68
H96 -10.81 0.58 -1.00
H97 -10.97 0.05 -2.58
H98 -9.32 0.56 -2.11

## Properties
ΔE to the lowest compared entry with this formula, charge and spin	6.810	eV
DFT total energy	-109721.422	eV

Mulliken atomic charge list, values in e, 2 entries: atom 1 (C): -0.51, atom 2 (C): -0.53


[3]
The following is a quantum chemistry calculation of a single C4Br2F4N2S molecule, from the OMol25 dataset.

CARTESIAN COORDINATES (ANGSTROEM)
C1 -0.81 0.83 -0.39
C2 0.88 -1.25 -0.37
C3 1.54 0.94 -0.24
C4 -2.06 0.78 0.34
N1 0.31 1.29 -0.10
N2 1.85 -0.45 -0.17
F1 -2.30 1.49 1.45
F2 -3.19 1.13 -0.38
F3 -2.09 -0.52 0.73
F4 -1.09 -2.67 -0.46
S1 0.61 -2.83 -0.20
Br1 2.80 2.12 -1.04
Br2 3.54 -0.86 0.83

## Properties
ΔE to the lowest compared entry with this formula, charge and spin	0.031	eV
DFT total energy	-168911.962	eV

Mulliken atomic charge list, values in e, 2 entries: atom 1 (C): -0.60, atom 2 (C): 0.12


[4]
The following is a quantum chemistry calculation of a 2-piece molecular cluster, C4BrClN2 overall, from the OMol25 dataset.

CARTESIAN COORDINATES (ANGSTROEM)
C1 -0.56 1.50 -0.69
C2 -0.53 -0.55 0.74
C3 -0.53 0.20 -0.32
C4 1.83 -0.47 -0.66
N1 -0.53 2.64 -0.96
N2 -0.24 -1.24 1.61
Cl1 1.85 -2.08 -1.08
Br1 3.06 0.14 0.57

## Properties
ΔE to the lowest compared entry with this formula, charge and spin	5.317	eV
DFT total energy	-89685.433	eV

Mulliken atomic charge list, values in e, 2 entries: atom 1 (C): 0.48, atom 2 (C): 0.59


[5]
The following is a quantum chemistry calculation of C4Cl2O4V2 as an isolated structure, from the OMol25 dataset.

CARTESIAN COORDINATES (ANGSTROEM)
V1 -1.03 -2.49 -6.00
V2 0.07 -0.38 -1.49
Cl1 0.01 -1.11 -4.71
Cl2 -1.20 -1.95 -2.12
C1 -0.46 0.79 -0.19
C2 -0.73 -2.58 -7.84
C3 -2.86 -2.30 -6.35
O1 -0.99 1.35 0.68
O2 -0.40 -2.79 -8.96
O3 -3.99 -2.34 -6.71
O4 2.13 -1.13 0.61
C4 1.42 -0.73 -0.24

## Properties
net charge	+4
ΔE to the lowest compared entry with this formula, charge and spin	0.000	eV
DFT total energy	-88699.336	eV
spin multiplicity	5

Mulliken atomic charge list, values in e, 2 entries: atom 1 (V): 0.76, atom 2 (V): 1.08


[6]
The following is a quantum chemistry calculation of C4H10As2Cl4F12Ni2O10P2Y2 as an isolated structure, from the OMol25 dataset.

CARTESIAN COORDINATES (ANGSTROEM)
Y1 3.51 -1.16 21.28
Y2 4.16 -3.81 18.23
Ni1 5.79 -3.15 22.95
Ni2 1.38 -3.29 20.06
C1 4.17 -1.02 24.66
O1 4.73 -1.46 23.44
H1 4.91 -0.48 25.26
H2 3.73 -1.84 25.23
H3 3.33 -0.34 24.46
C2 1.00 -5.45 17.81
O2 1.88 -4.60 18.51
H4 1.42 -5.75 16.84
H5 0.77 -6.36 18.36
H6 0.05 -4.96 17.56
P1 3.81 -4.21 21.56
O3 4.53 -4.66 22.85
O4 2.57 -3.28 21.68
O5 4.08 -4.82 20.17
O6 4.76 -2.96 21.36
P2 2.78 -1.03 18.59
O7 3.24 -1.99 17.35
O8 3.78 -0.15 19.36
O9 3.14 -2.37 19.40
O10 1.61 -1.31 19.68
As1 7.16 -1.51 19.91
F1 8.34 -2.38 19.07
F2 7.34 -2.63 21.25
F3 5.91 -0.71 20.87
F4 6.87 -0.47 18.63
F5 5.96 -2.65 19.07
F6 8.30 -0.49 20.62
As2 -0.28 -1.39 22.63
F7 0.26 -2.41 23.87
F8 1.48 -0.93 22.39
F9 -0.68 -0.47 21.26
F10 -1.89 -1.83 22.89
F11 -0.37 -0.03 23.63
F12 -0.05 -2.79 21.50
C3 4.90 -7.74 21.75
Cl1 5.94 -9.04 22.35
Cl2 4.27 -8.10 20.13
H7 4.06 -7.61 22.41
H8 5.48 -6.83 21.71
C4 2.10 -4.96 24.85
Cl3 2.40 -4.32 26.48
Cl4 0.95 -6.30 24.86
H9 1.74 -4.15 24.23
H10 3.05 -5.34 24.51

## Properties
DFT total energy	-331928.359	eV
spin multiplicity	5

Mulliken atomic charge list, values in e, 2 entries: atom 1 (Y): 1.49, atom 2 (Y): 1.19


Number 1: largest force on an atom 3.424 eV Å⁻¹. Number 2: largest force on an atom 4.719 eV Å⁻¹. Number 3: largest force on an atom 3.072 eV Å⁻¹. Number 4: largest force on an atom 2.951 eV Å⁻¹. Number 5: largest force on an atom 12.990 eV Å⁻¹. Number 6: largest force on an atom 8.427 eV Å⁻¹.